Entry 1:
DFT (ωB97M-V/def2-TZVPD) results for C34H42GaN3O7P3 as an isolated structure at a distorted geometry.

Calculated values
LUMO, eV: 2.049
Net charge: -1
Frontier orbital gap, eV: 6.825

Structure (XYZ):
```
90
Properties=species:S:1:pos:R:3:lowdin_charge:R:1
Ga 11.5492 15.0879 10.8846 0.35
O 14.1310 17.1481 12.2071 -0.16
P 13.7245 17.3382 10.6667 0.16
O 13.9695 18.6716 10.1220 -0.28
O 12.2366 16.9530 10.6170 -0.36
O 14.5404 16.1414 10.0530 -0.39
P 14.2849 14.7447 9.1962 0.70
O 15.0935 13.6848 10.2364 -0.28
O 10.1750 18.4259 9.3249 -0.08
O 12.7860 14.4726 9.4400 -0.44
H 13.3029 17.3271 12.7621 0.03
H 14.8954 13.8146 11.1405 -0.02
C 11.1946 21.4908 14.4586 -0.09
C 11.8884 21.0778 13.3358 -0.08
C 11.9680 19.7728 12.9547 0.02
C 11.3818 18.8458 13.8617 -0.21
C 10.6827 19.2229 14.9833 -0.03
C 10.5532 20.5675 15.2221 -0.11
N 11.7555 17.4799 13.5850 0.04
N 11.3148 16.5378 14.2041 0.11
C 12.0441 15.3124 13.9365 -0.26
C 12.5124 14.7994 15.1411 -0.06
C 13.3855 13.7477 15.1565 -0.10
C 13.6960 13.1092 13.9761 -0.07
C 13.0850 13.5440 12.7920 -0.12
C 12.2440 14.6825 12.7192 -0.10
H 11.1947 22.5160 14.7717 0.10
H 12.3948 21.8116 12.7431 0.10
H 12.5549 19.4267 12.1079 0.10
H 10.3397 18.4513 15.6202 0.10
H 9.9028 20.8884 16.0266 0.10
H 12.3275 15.2933 16.0239 0.08
H 13.8369 13.4279 16.1238 0.11
H 14.2760 12.1530 13.8799 0.12
H 13.1937 13.0050 11.9284 0.06
C 8.3117 17.6273 8.0092 -0.07
C 9.5465 17.2294 8.7817 -0.66
C 10.5590 16.5145 7.8586 -0.06
P 9.3576 16.1121 10.2786 1.19
C 8.5937 17.0458 11.7634 -0.45
C 8.0839 15.9919 12.8360 -0.10
C 7.4715 18.0169 11.4301 -0.13
C 8.3406 14.6326 9.8985 -0.28
C 7.1642 14.6228 9.2411 -0.07
C 6.3760 13.4332 9.1659 -0.28
C 5.0578 13.4154 8.3985 -0.08
C 6.8584 12.3496 9.9024 -0.06
C 8.0913 12.3603 10.5346 -0.03
C 9.0072 13.4151 10.3348 -0.29
N 10.2994 13.4203 10.7292 0.00
C 10.7116 12.0883 11.0569 -0.22
C 10.7694 11.4950 12.3521 -0.20
C 10.1183 12.2409 13.5008 -0.02
C 11.4170 10.2785 12.5555 -0.02
C 12.0494 9.5393 11.5402 -0.25
C 12.7641 8.2237 11.7593 -0.06
C 12.0553 10.1655 10.2851 -0.03
C 11.3274 11.3066 10.0587 -0.18
C 11.3458 11.6861 8.5747 -0.04
H 8.4882 18.5617 7.3890 0.11
H 7.4021 17.7941 8.6152 0.06
H 8.0120 16.8165 7.3476 0.07
H 11.0597 18.2956 9.6829 0.05
H 10.2163 15.4790 7.7324 0.08
H 11.5535 16.5109 8.3874 0.07
H 10.6431 16.9224 6.8476 0.09
H 9.4345 17.6070 12.2860 0.10
H 7.2319 15.4970 12.4348 0.05
H 7.7586 16.3417 13.8676 0.10
H 8.7556 15.1932 13.0110 0.02
H 6.6246 17.5091 10.8966 0.08
H 7.8233 18.8883 10.8582 0.08
H 7.0465 18.4167 12.3289 0.06
H 6.7227 15.5702 8.9683 0.09
H 5.0080 14.3114 7.6982 0.08
H 4.1692 13.3113 9.0332 0.07
H 5.1668 12.6276 7.6450 0.06
H 6.3369 11.3607 10.1124 0.13
H 8.3294 11.4113 10.8934 0.09
H 9.6014 13.1166 13.1600 0.05
H 10.9095 12.6500 14.1694 0.07
H 9.5516 11.6802 14.2160 0.07
H 11.4388 9.8507 13.5416 0.11
H 12.1086 7.3341 11.6127 0.08
H 13.0412 8.0294 12.8195 0.08
H 13.5105 8.2008 11.0399 0.04
H 12.5142 9.6849 9.4503 0.11
H 11.1962 12.7709 8.4419 0.06
H 10.5402 11.1835 8.0484 0.08
H 12.2245 11.4280 8.0341 0.06
```

=====

Entry 2:
DFT (ωB97M-V/def2-TZVPD) results for a 4-piece molecular cluster, C3H17N2O3 overall at a distorted geometry.

Calculated values
LUMO, eV: -2.749
Energy relative to the best compared isomer or geometry (same formula, charge and spin), kcal/mol: 33.3
Net charge: +1
Frontier orbital gap, eV: 9.817

Structure (XYZ):
```
25
Properties=species:S:1:pos:R:3:nbo_charge:R:1
C -0.6335 0.0778 -1.1085 -0.20
C 0.7915 0.5344 -1.4478 -0.44
C 1.8970 -0.2734 -0.8164 -0.23
N 2.3837 0.3052 0.4482 -0.87
N -0.9283 -0.1961 0.3892 -0.71
H -0.8536 -0.9163 -1.4990 0.22
H -1.4086 0.7406 -1.4827 0.23
H 0.7914 1.6070 -1.2710 0.21
H 0.8225 0.3815 -2.5375 0.24
H 1.5086 -1.2784 -0.6230 0.19
H 2.8089 -0.3292 -1.4072 0.23
H 3.0738 1.0415 0.3961 0.38
H 1.7162 0.5452 1.1488 0.35
H -1.5070 0.5998 0.6593 0.45
H -1.6408 -0.9164 0.4921 0.44
H -0.1493 -0.2978 1.0389 0.46
H 0.4855 -2.0488 2.9920 0.50
H 1.5481 -1.3316 2.1804 0.50
O 0.6166 -1.6022 2.1336 -0.98
H -0.5551 2.9538 1.9205 0.49
H 0.0457 3.0098 0.6388 0.49
O -0.4276 2.3271 1.1693 -0.97
H -3.8887 -1.2374 -1.6137 0.49
H -3.2704 -2.3378 -0.8662 0.49
O -3.2265 -1.3583 -0.9345 -0.97
```

=====

Q: Which of these has the highest LUMO?
A: C34H42GaN3O7P3